# C17H37BrClInNO3

C17H37BrClInNO3 as an isolated structure (the ωB97M-V functional and the def2-TZVPD basis, the Open Molecules 2025 dataset).

Results
Gap between HOMO and LUMO (eV): 6.93

Structure (ORCA input):
```
! RIJCOSX wB97M-V def2-TZVPD def2/J DEFGRID3
* xyz -1 1
C -5.14628 -5.48713 0.49459
N -5.05217 -4.09500 0.09726
C -3.79436 -3.82828 -0.63046
In -1.98216 -3.93911 0.63223
Br -1.20998 -1.52298 1.30516
C -0.23795 -4.77754 -0.45731
C 0.12984 -4.18816 -1.81769
C -0.89606 -4.48501 -2.91131
Cl -1.77865 -3.02748 -3.47781
H -6.06147 -5.65805 1.06465
H -4.29526 -5.72678 1.13016
H -5.14020 -6.18700 -0.35782
H -5.82383 -3.90576 -0.53207
H -3.68121 -4.51513 -1.48695
H -3.84921 -2.82099 -1.04539
H -2.20946 -4.83202 2.14060
H -0.40919 -5.85629 -0.56824
H 0.63363 -4.67757 0.19585
H 1.09289 -4.58727 -2.16416
H 0.25775 -3.10707 -1.74161
H -0.44028 -4.89195 -3.80990
H -1.66310 -5.16963 -2.55734
C -0.54527 2.55209 4.93771
C 0.73819 1.72473 5.01769
C 0.58465 0.80624 3.80812
O -0.13345 1.56995 2.83941
C -0.68949 2.73348 3.42985
H -0.49423 3.50072 5.47271
H -1.38694 1.97911 5.33125
H 1.61164 2.37157 4.90112
H 0.84473 1.17079 5.94995
H 0.01451 -0.09567 4.04704
H 1.53597 0.49950 3.36965
H -0.13955 3.61937 3.08456
H -1.72750 2.82588 3.10561
C 3.69362 2.13150 0.65193
C 2.17130 2.24223 0.56498
C 1.76341 0.78638 0.38382
O 2.74795 0.01573 1.09238
C 3.85131 0.83579 1.44123
H 4.17377 2.98179 1.13807
H 4.12394 2.02008 -0.34682
H 1.75970 2.62944 1.50066
H 1.82242 2.87439 -0.25014
H 1.78084 0.50123 -0.67437
H 0.77477 0.57572 0.78385
H 3.83515 1.03422 2.52197
H 4.77515 0.29963 1.20960
C 1.86666 4.33621 -4.44245
C 0.39567 3.93734 -4.56771
C 0.13834 3.29809 -3.20797
O 0.98400 3.98833 -2.28506
C 1.93737 4.78009 -2.98508
H 2.17059 5.12038 -5.13505
H 2.50733 3.46744 -4.60480
H -0.22785 4.82463 -4.69664
H 0.19605 3.25550 -5.39287
H 0.39965 2.23563 -3.20996
H -0.89351 3.39564 -2.87143
H 1.67678 5.83986 -2.88007
H 2.91903 4.62117 -2.53517
*
```



# C34H42AsN3O2PRuS

C34H42AsN3O2PRuS as an isolated structure (the ωB97M-V functional and the def2-TZVPD basis, the Open Molecules 2025 dataset).

Results
Gap between HOMO and LUMO (spin up / spin down) (eV): 7.32 / 6.48
Relative energy (zero: lowest compared OMol25 entry of this formula, charge and spin) (eV): 1.985
Expectation value of S²: 0.7646

Structure (ORCA input):
```
! RIJCOSX wB97M-V def2-TZVPD def2/J DEFGRID3
* xyz 2 2
Ru -1.35980 -0.41995 -0.25309
O -1.71427 -0.91525 2.22590
C -1.34124 -2.27631 2.50727
C -2.53106 -3.19574 2.29272
C -3.15907 -2.99446 0.90455
C -2.24026 -3.43900 -0.18519
C -2.06250 -4.79285 -0.45695
C -1.23189 -5.19005 -1.48099
C -0.58245 -4.21530 -2.23083
C -0.78091 -2.89825 -1.90204
N -1.58618 -2.49803 -0.89536
H -2.52511 -0.70771 2.70942
H -0.95463 -2.37941 3.52300
H -0.52591 -2.49323 1.81505
H -3.30118 -3.00722 3.04484
H -2.18987 -4.22401 2.43431
H -3.38665 -1.94057 0.74921
H -4.10064 -3.54172 0.84629
H -2.59124 -5.52259 0.14189
H -1.09339 -6.24000 -1.70341
H 0.06113 -4.47944 -3.05841
H -0.29757 -2.10989 -2.46011
S -3.09667 0.94402 0.29450
C -2.71642 2.17809 1.50872
C -3.75288 2.98840 1.96796
C -3.49754 3.90052 2.97913
C -2.22834 3.99904 3.54653
C -1.19657 3.20577 3.07216
C -1.44884 2.32350 2.02677
As -0.14739 1.31455 1.09528
C 1.25419 1.04899 2.37689
C 2.55556 1.45719 2.10622
C 3.52129 1.36408 3.10065
C 3.19230 0.84792 4.34586
C 1.90205 0.39774 4.59809
C 0.93142 0.49062 3.61247
C 0.61807 2.62928 -0.09957
C 1.05847 3.85677 0.39142
C 1.63394 4.77975 -0.46780
C 1.78727 4.47814 -1.81563
C 1.34637 3.25875 -2.30725
C 0.76505 2.33591 -1.44576
H -4.74481 2.89159 1.54488
H -4.29722 4.53805 3.33148
H -2.04371 4.70202 4.34725
H -0.20706 3.28004 3.50700
H 2.81212 1.87081 1.13863
H 4.53009 1.70403 2.90384
H 3.94168 0.80024 5.12487
H 1.65171 -0.02061 5.56387
H -0.07795 0.15054 3.80627
H 0.94995 4.10032 1.44129
H 1.96630 5.73600 -0.08578
H 2.24803 5.19587 -2.48132
H 1.46481 3.02734 -3.35904
H 0.43136 1.37784 -1.81133
N 0.71912 -0.99506 -0.38877
C 1.82921 -1.30314 -0.52399
N 3.06261 -1.67855 -0.67899
C 4.18704 -0.86177 -0.17631
C 4.81429 -0.12332 -1.34724
O 5.18410 -1.02794 -2.37110
C 4.07677 -1.73633 -2.88421
C 3.43189 -2.57640 -1.79426
H 4.91212 -1.54465 0.26639
H 3.82632 -0.17480 0.58575
H 5.72402 0.38223 -1.02987
H 4.10762 0.62198 -1.74030
H 4.44349 -2.37100 -3.68866
H 3.33728 -1.03277 -3.29428
H 4.14401 -3.30480 -1.40705
H 2.54469 -3.09507 -2.15492
C -3.17994 -1.23419 -3.09138
P -2.13287 0.09199 -2.42578
C -0.90858 0.39758 -3.73465
C -3.21520 1.52491 -2.66307
H -3.62805 -0.88092 -4.02053
H -3.97362 -1.46453 -2.37994
H -2.61739 -2.14125 -3.28937
H -1.42434 0.41590 -4.69562
H -0.13375 -0.36901 -3.76270
H -0.44136 1.36473 -3.57079
H -3.44131 1.59670 -3.72898
H -2.72069 2.43649 -2.32990
H -4.13938 1.41083 -2.10609
*
```



# C36H44N9P2SbSe2TeW

C36H44N9P2SbSe2TeW as an isolated structure (the ωB97M-V functional and the def2-TZVPD basis, the Open Molecules 2025 dataset).

Results
Gap between HOMO and LUMO (spin up / spin down) (eV): 4.81 / 4.26
Relative energy (zero: lowest compared OMol25 entry of this formula, charge and spin) (eV): 1.778
Expectation value of S²: 2.0377

Structure (ORCA input):
```
! RIJCOSX wB97M-V def2-TZVPD def2/J DEFGRID3
* xyz -2 3
W -0.06746 0.62930 0.07855
N 0.99555 -2.37218 -2.09994
C 0.10886 -1.52019 -2.61334
N -0.47203 -1.93676 -3.74673
C -1.47056 -1.16413 -4.18529
N -2.28973 -1.72420 -5.14777
N -1.74280 0.04377 -3.77428
C -0.95617 0.50013 -2.76857
N -0.12810 -0.34379 -1.98878
C -0.79202 1.87037 -2.58575
C -1.37390 2.85580 -3.42707
C -0.92868 4.13638 -3.35672
C 0.13055 4.43819 -2.46513
C 0.56597 3.46378 -1.61018
N 0.06465 2.21893 -1.55441
H 1.01472 -3.28901 -2.50845
H 1.35170 -2.24829 -1.16178
H -1.82462 -2.41348 -5.71612
H -2.82816 -1.03975 -5.65420
H -2.14403 2.52724 -4.11054
H -1.34416 4.91327 -3.98734
H 0.58272 5.41928 -2.44184
H 1.37251 3.67271 -0.91359
Se 2.11845 1.51284 0.57733
P 3.79746 -1.05768 -0.81534
Se 0.45936 -1.56734 0.99421
C 4.62956 -1.04164 0.78641
C 5.43554 0.01723 1.22473
C 5.96807 0.02008 2.50081
C 5.68499 -1.01404 3.38358
C 4.87276 -2.06035 2.96807
C 4.35312 -2.07898 1.68485
C 4.84281 -0.02037 -1.86251
C 4.21087 0.70731 -2.87958
C 4.94317 1.46059 -3.78022
C 6.32935 1.49735 -3.69829
C 6.97240 0.76675 -2.70714
C 6.24374 0.00805 -1.80772
H 5.59555 0.86664 0.57580
H 6.58900 0.85183 2.81365
H 6.07337 -0.99522 4.39521
H 4.62821 -2.85903 3.65892
H 3.69512 -2.88314 1.37991
H 3.12691 0.69655 -2.93265
H 4.43469 2.02676 -4.55178
H 6.90293 2.10069 -4.39226
H 8.05429 0.78756 -2.63610
H 6.75546 -0.58554 -1.06084
Te -2.75086 1.52562 0.15378
C 0.79600 5.24109 1.57051
Sb -0.30079 3.26750 1.52519
C -2.02036 4.19966 2.47891
C 0.61527 2.77359 3.43818
H 0.60801 5.71251 2.53640
H 0.43324 5.90099 0.77876
H 1.86418 5.06347 1.43659
H -1.68860 4.96218 3.18430
H -2.63771 3.46638 2.99545
H -2.62430 4.67544 1.70714
H -0.16728 2.58764 4.17439
H 1.27130 3.58319 3.75978
H 1.21853 1.87979 3.29703
C -1.37639 0.84052 1.73178
C -1.85131 0.37321 2.98896
C -3.19981 0.35906 3.40889
C -3.57353 -0.15723 4.63500
C -2.62408 -0.66771 5.51178
C -1.28253 -0.63362 5.13717
C -0.89776 -0.12852 3.91349
H -3.94465 0.76694 2.73345
H -4.62260 -0.16523 4.91265
H -2.92228 -1.10234 6.45912
H -0.52549 -1.01100 5.81662
H 0.14655 -0.15232 3.63304
C -5.24778 -2.98052 0.23581
N -4.06895 -3.40726 0.97136
C -3.50943 -4.58260 0.32662
N -3.19708 -4.37383 -1.08029
C -4.39815 -3.92756 -1.76829
N -5.00617 -2.74086 -1.18242
C -4.15314 -1.56529 -1.37099
P -2.44905 -1.66708 -0.55705
C -3.08141 -2.33009 1.08434
C -2.10739 -3.40451 -1.23459
H -5.62365 -2.05804 0.68509
H -6.00889 -3.76579 0.32507
H -4.24200 -5.39655 0.39417
H -2.59561 -4.87408 0.84978
H -5.13294 -4.74170 -1.73349
H -4.14951 -3.70994 -2.81069
H -4.66884 -0.69139 -0.96734
H -4.00133 -1.40760 -2.44437
H -3.52685 -1.51100 1.65217
H -2.21342 -2.70299 1.63311
H -1.22723 -3.78490 -0.70735
H -1.87589 -3.33153 -2.29875
*
```



# C31H32Cl2GeN7O4W

C31H32Cl2GeN7O4W as an isolated structure (the ωB97M-V functional and the def2-TZVPD basis, the Open Molecules 2025 dataset).

Results
Gap between HOMO and LUMO (eV): 6.35
Relative energy (zero: lowest compared OMol25 entry of this formula, charge and spin) (eV): 0.000

Structure (ORCA input):
```
! RIJCOSX wB97M-V def2-TZVPD def2/J DEFGRID3
* xyz -1 1
W 0.24104 0.86152 -0.79871
Cl -0.64354 5.22826 4.54534
C -0.01745 3.91350 3.59538
C -0.80351 3.39937 2.57436
C -0.32084 2.35192 1.79956
N -1.01081 1.67105 0.79698
C -2.31218 1.88429 0.51113
O -2.98480 2.87622 0.78718
C -2.96403 0.71953 -0.19662
C -4.31726 0.74399 -0.49560
C -4.86625 -0.36332 -1.12009
C -4.04585 -1.43630 -1.43146
C -2.69932 -1.36531 -1.10466
N -2.17444 -0.31171 -0.48600
C 0.95371 1.81394 2.03166
C 1.71511 2.33264 3.06847
C 1.23615 3.38202 3.83978
Cl 2.24872 4.00511 5.10850
N 1.38534 0.80506 1.13138
C 2.20495 -0.13712 1.68520
O 2.33882 -0.31969 2.89340
C 3.03525 -1.05307 0.80208
C 3.21356 -2.35653 1.25961
C 3.95987 -3.23629 0.50111
C 4.52448 -2.78085 -0.67888
C 4.33629 -1.45216 -1.02205
N 3.61530 -0.59664 -0.30305
H -1.78202 3.81084 2.38757
H -4.89862 1.61804 -0.23959
H -5.92073 -0.38747 -1.36625
H -4.43384 -2.31866 -1.92241
H -2.01482 -2.16905 -1.34765
H 2.68237 1.91796 3.29890
H 2.74845 -2.64835 2.18955
H 4.09004 -4.26364 0.81825
H 5.10182 -3.43250 -1.32139
H 4.78040 -1.05589 -1.92870
C -2.08489 3.30983 -3.71822
C -1.35765 2.20934 -3.01627
N -0.84221 2.32807 -1.77170
O -0.70990 3.63455 -1.29011
C -1.13830 0.95028 -3.50477
C -1.66221 0.41580 -4.79948
N -0.39845 0.21310 -2.63143
O -0.16588 -1.08468 -3.09446
H -1.96075 4.24528 -3.17962
H -3.15521 3.09437 -3.78953
H -1.70654 3.44311 -4.73308
H -1.33846 3.70430 -0.55247
H -2.64573 0.83875 -5.01310
H -1.75449 -0.66682 -4.76452
H -1.00542 0.66444 -5.63846
C 0.60968 -3.91287 -1.49864
C 0.18162 -3.41661 -0.22408
C 0.23321 -2.07296 -0.02461
N 0.66390 -1.18126 -0.94544
C 0.93196 -1.60400 -2.28954
C 0.97959 -3.07674 -2.48232
H 0.64333 -4.98357 -1.67117
H -0.10959 -4.07526 0.58024
H -0.06248 -1.64622 0.92831
H 1.82890 -1.07901 -2.64731
H 1.30374 -3.44427 -3.44751
C 3.31216 4.35179 -1.51259
Ge 3.52622 2.44367 -1.03535
C 4.23032 2.46407 0.78729
C 4.96350 1.81390 -2.22912
C 1.81020 1.68032 -1.49967
H 4.23858 4.90342 -1.33377
H 2.51506 4.80430 -0.92068
H 3.04748 4.45459 -2.56695
H 5.17055 3.02174 0.76598
H 4.42740 1.46690 1.17661
H 3.54785 2.98512 1.45556
H 5.72958 2.59033 -2.29421
H 4.58597 1.62361 -3.23553
H 5.43003 0.90875 -1.84815
H 1.65961 2.00264 -2.54570
*
```



Number 1: strongest force on any atom 0.3 eV Å⁻¹. Number 2: strongest force on any atom 1.3 eV Å⁻¹. Number 3: strongest force on any atom 3.3 eV Å⁻¹. Number 4: strongest force on any atom 0.7 eV Å⁻¹.